DFT (ωB97M-V with the def2-TZVPD basis set) results for C29H46BeBr3Cl4CsF5KMgN3O2PS as an isolated structure in a non-equilibrium geometry.

Positions of all 98 atoms, in Å:
C 4.28824 2.32793 1.03502
C 2.85867 1.79804 1.41500
C 1.76896 2.60150 0.63404
Br 0.11492 2.72774 1.73372
C 1.53121 2.07374 -0.77139
C 0.96735 0.76759 -1.06321
C 0.52524 -0.09825 0.18894
C -1.04797 -0.16208 0.37698
C -1.82244 0.93137 -0.37022
F -2.12103 0.58425 -1.70082
C 0.79577 0.25689 -2.45565
C 0.24261 -1.14120 -2.96387
F -0.39974 -1.94373 -2.01327
F -0.67912 -0.88466 -3.92269
C 1.39498 -2.02653 -3.78414
F 2.72739 -1.54879 -3.57074
F 1.17703 -1.97471 -5.14393
C 1.21159 1.14698 -3.49054
N 1.16904 0.89743 -4.79289
S 1.70045 2.21012 -5.59393
N 2.03866 3.14734 -4.31455
C 1.75419 2.47916 -3.21897
C 1.89214 2.89513 -1.83698
P 2.58002 4.62655 -1.55673
C 1.21889 5.67976 -2.29125
C 4.10932 4.81309 -2.60457
H 4.16834 2.85901 0.07827
H 4.70615 2.95772 1.82860
H 4.92496 1.44375 0.94876
H 2.64958 1.94261 2.48576
H 2.82170 0.71905 1.20635
H 2.13646 3.63384 0.61165
H 0.92142 0.21971 1.15237
H 0.84652 -1.15311 0.04172
H -1.26321 -0.04218 1.44986
H -1.46567 -1.13947 0.09062
H -1.32488 1.90692 -0.40061
H -2.80130 1.10463 0.16681
H 1.28747 -3.13155 -3.47961
H 1.28220 6.81201 -1.89660
H 1.19228 5.65553 -3.39156
H 0.27719 5.23326 -1.93900
H 4.96599 4.60192 -1.94920
H 4.21129 5.82776 -3.01070
H 4.14219 4.06384 -3.40549
K 0.17612 -3.38479 -6.30990
Br 5.95540 2.16983 -0.93312
C -5.32533 -1.97848 -1.86912
C -4.60859 -3.35727 -1.87494
C -3.98911 -3.60245 -0.49384
C -4.98925 -3.88827 0.63083
C -6.28293 -4.53794 0.13016
C -6.15342 -5.28233 -1.21398
N -5.64285 -4.34567 -2.20492
O -5.54112 -4.82066 -3.35770
C -7.57538 -5.70031 -1.61865
C -5.31198 -6.54735 -1.03872
C -3.45928 -3.26474 -2.87115
H -5.75683 -1.75372 -2.85805
H -4.62416 -1.16797 -1.62098
H -6.14487 -1.94282 -1.13575
H -3.29273 -4.44151 -0.56192
H -3.37539 -2.74375 -0.20915
H -4.51069 -4.52897 1.37432
H -5.23637 -2.96299 1.15534
H -6.68806 -5.25236 0.95555
H -7.03969 -3.75935 0.03283
H -8.20182 -4.82688 -1.80807
H -8.04101 -6.27338 -0.81906
H -7.57602 -6.32025 -2.51628
H -5.77274 -7.18957 -0.28836
H -4.29131 -6.34155 -0.70974
H -5.25225 -7.12019 -1.96550
H -2.77250 -2.47369 -2.57072
H -3.80443 -3.02375 -3.87747
H -2.89718 -4.20063 -2.91132
Cs 2.46249 -2.40962 -1.44318
Cl 0.05837 7.88014 -1.55407
Mg -6.52934 -0.05144 -2.03079
Br -8.32811 -5.49129 1.82624
Be -4.38768 2.10598 -0.37814
C 7.31395 1.46711 5.61865
C 6.18628 2.15700 4.86990
C 4.90858 2.17679 5.69295
O 5.94929 1.48055 3.62820
H 7.05560 0.42598 5.83423
H 8.22183 1.45195 5.01416
H 7.52991 1.97350 6.56004
H 6.48001 3.17849 4.62411
H 4.57200 1.15815 5.91140
H 4.10327 2.66735 5.14083
H 5.05456 2.70447 6.63596
H 5.69011 0.57552 3.83209
C 5.60506 5.15045 9.12870
Cl 7.08244 4.35314 8.57766
Cl 5.50683 6.78922 8.48770
Cl 4.18192 4.21190 8.66165
H 5.63329 5.20858 10.20974

Values from the calculation:
* total charge: +2

Let us look at the Löwdin charges, expressed in e, one per atom:
1 C -0.30
2 C -0.24
3 C -0.62
4 Br 0.82
5 C -0.20
6 C -0.06
7 C -0.18
8 C -0.16
9 C -0.31
10 F -0.11
11 C -0.04
12 C -0.42
13 F 0.01
14 F 0.10
15 C -0.40
16 F -0.27
17 F -0.20
18 C -0.31
19 N -0.24
20 S 1.12
21 N -0.21
22 C -0.33
23 C -0.19
24 P 0.99
25 C -0.39
26 C -0.28
27 H -0.08
28 H 0.09
29 H -0.03
30 H 0.10
31 H 0.09
32 H 0.03
33 H 0.06
34 H -0.01
35 H 0.11
36 H 0.10
37 H 0.06
38 H -0.06
39 H 0.11
40 H -0.16
41 H 0.05
42 H 0.03
43 H -0.03
44 H 0.06
45 H 0.02
46 K 1.11
47 Br 0.20
48 C -0.18
49 C -0.44
50 C -0.13
51 C -0.15
52 C -0.28
53 C -0.49
54 N -0.05
55 O 0.09
56 C -0.03
57 C 0.02
58 C -0.02
59 H 0.00
60 H 0.03
61 H 0.01
62 H 0.11
63 H 0.12
64 H 0.12
65 H 0.12
66 H -0.14
67 H 0.08
68 H 0.10
69 H 0.05
70 H 0.09
71 H 0.11
72 H 0.08
73 H 0.10
74 H 0.07
75 H 0.09
76 H 0.10
77 Cs 1.62
78 Cl 0.18
79 Mg 0.66
80 Br 0.07
81 Be 0.40
82 C -0.05
83 C -0.48
84 C -0.07
85 O -0.07
86 H 0.08
87 H 0.08
88 H 0.06
89 H 0.14
90 H 0.08
91 H 0.08
92 H 0.01
93 H 0.08
94 C -1.54
95 Cl 0.53
96 Cl 0.53
97 Cl 0.54
98 H 0.01

---

DFT (ωB97M-V with the def2-TZVPD basis set) results for an isolated ion of composition C7H11N4 and charge +1 in a non-equilibrium geometry.

Positions of all 22 atoms, in Å:
C -4.15102 0.10247 0.09034
C -3.53787 1.37745 -0.11061
C -3.06425 -0.77799 0.05412
C -0.57665 -0.42992 -0.06009
C 2.69751 0.95446 0.02071
C 2.41546 -0.48869 0.40789
C 1.73160 0.24563 -0.71838
N -2.21232 1.31981 -0.18256
N -1.91092 -0.00020 -0.06713
N -0.21809 -1.60823 0.39665
N 0.33738 0.54337 -0.54035
H -5.15722 -0.09289 0.13678
H -4.19580 2.30433 -0.10225
H -3.03302 -1.84625 0.09053
H 2.31374 1.77290 0.63289
H 3.54561 1.11230 -0.57076
H 3.22129 -1.02927 0.15479
H 1.88299 -0.82711 1.22205
H 2.03297 -0.04212 -1.79516
H -0.77636 -2.18174 1.02662
H 0.66319 -2.05189 0.17732
H -0.07680 1.38746 -0.99456

Values from the calculation:
* relative energy (zero: lowest compared OMol25 entry of this formula, charge and spin): 267.2 kJ/mol
* total charge: +1
* SMILES: N/C(=[NH+]\C1CC1)n1cccn1

Let us look at the Löwdin charges, expressed in e, one per atom:
1 C 0.00
2 C -0.10
3 C -0.01
4 C -0.20
5 C -0.08
6 C -0.05
7 C -0.34
8 N 0.08
9 N -0.09
10 N 0.24
11 N 0.15
12 H 0.08
13 H 0.15
14 H 0.12
15 H 0.13
16 H 0.11
17 H 0.07
18 H 0.08
19 H 0.19
20 H 0.15
21 H 0.13
22 H 0.17

---

| no. | DFT total energy (eV) | HOMO level (eV) | Kohn-Sham gap (eV) |
| --- | --- | --- | --- |
| 1 | -355999.8524 | -10.065 | 1.35 |
| 2 | -13389.3748 | -13.721 | 9.67 |